# 1
85
Properties=species:S:1:pos:R:3:forces:R:3 method="wB97M-V/def2-TZVPD" e_lumo_ev="4.0636 / 4.0628" relative_energy_kj_mol=0.00 charge=-2 multiplicity=5 homo_energy_ev="0.04 / -1.68"
Cr -0.9858 0.0157 0.2592 -0.98 -0.01 -0.15
S 1.7970 0.5642 -3.3246 0.26 0.09 -0.13
S -1.3980 1.7222 1.8727 -0.11 0.01 0.21
S -3.3466 -0.1886 0.0821 0.30 0.02 0.04
S 1.7255 1.1247 2.6467 0.19 0.49 0.31
O 1.3910 0.0870 1.4212 -0.11 -0.67 -0.53
O -0.9861 -1.4854 1.5773 0.10 -0.12 0.01
O 1.8110 0.5164 -1.6909 0.35 0.00 0.43
O -0.0107 -1.3755 3.5889 -0.08 0.03 0.03
O -0.8040 -2.8971 5.4504 -0.01 0.05 -0.01
O -0.8977 1.3585 -1.1471 0.02 -0.04 0.01
O -1.3823 1.7397 -3.2947 -0.16 0.04 -0.02
N -0.8413 -1.2465 -1.4383 0.01 -0.01 0.09
C -1.2122 -3.2567 -2.7875 -0.02 0.07 -0.02
C -1.7511 -1.0711 -3.6827 -0.04 -0.16 -0.11
C 1.7676 3.0352 0.6831 0.00 0.09 0.08
C -1.7491 -2.4441 -3.8379 0.01 0.02 0.04
C 3.5739 -0.8091 -0.6206 -0.01 0.15 -0.10
C 2.8079 2.7877 -4.5674 -0.05 0.10 -0.02
C -5.3475 1.4242 0.9950 0.02 -0.02 -0.02
C 2.9379 4.1570 -4.7674 0.00 -0.09 0.00
C -2.4292 -4.5314 4.9494 -0.01 -0.01 -0.03
C -1.6792 -3.0147 3.2176 -0.04 0.04 0.03
C 3.6995 4.3680 0.1365 -0.02 -0.01 0.02
C -1.2194 0.9669 -2.3550 0.17 0.05 0.17
C -0.1505 -4.8065 -0.7071 -0.01 0.05 -0.04
C 3.1077 0.5863 -1.0547 -0.15 -0.25 -0.14
C 2.1656 -1.1333 1.4930 -0.17 -0.09 -0.02
C -0.7658 -2.6155 -1.5888 -0.13 0.16 -0.08
C 1.2845 3.1958 -2.7344 -0.09 -0.09 -0.41
C -1.6234 -3.4649 4.5482 0.04 -0.05 -0.02
C -2.5285 -3.6485 2.3177 -0.06 -0.06 0.01
C -3.9713 1.1748 0.9933 -0.08 -0.02 -0.01
C -3.3202 -4.7169 2.7125 0.04 0.02 0.04
C -3.6946 3.0802 2.4439 0.01 0.00 -0.01
C 4.4205 3.7504 1.1488 -0.02 -0.08 0.02
C 1.4319 4.5591 -2.9354 -0.04 -0.03 -0.65
C -1.2913 -0.5034 -2.5161 0.17 -0.06 0.30
C 2.5018 2.3921 1.6809 -0.05 0.27 0.24
C -0.8322 -1.8549 2.7719 0.12 0.04 0.08
C -1.1097 -4.6488 -2.8936 0.02 -0.05 -0.01
C -5.8967 2.4796 1.7078 0.04 -0.02 0.00
C -5.0613 3.3203 2.4355 0.05 -0.03 -0.02
C 3.8242 2.7531 1.9135 0.04 0.11 0.03
C 2.2544 5.0443 -3.9471 -0.08 0.02 0.05
C -3.1283 2.0121 1.7405 0.08 0.05 -0.01
C -0.5832 -5.4282 -1.8720 -0.02 0.03 0.00
C -3.2679 -5.1470 4.0353 0.01 0.03 -0.03
C 1.9807 2.3080 -3.5553 -0.08 0.04 0.00
C 2.3776 4.0074 -0.0975 -0.08 0.13 0.29
C -0.2407 -3.4269 -0.5723 0.05 -0.07 0.03
C 3.5425 -1.0171 0.8884 0.15 0.00 -0.05
H 2.9197 -1.5420 -1.1009 0.03 -0.02 -0.04
H 1.8182 4.4821 -0.8951 0.34 -0.10 0.76
H 4.0945 -0.2167 1.3961 0.01 -0.05 -0.01
H 5.4520 4.0290 1.3301 0.01 -0.01 0.01
H -5.4701 4.1562 2.9934 0.01 -0.01 0.00
H 0.8801 5.2468 -2.3065 -0.06 0.07 -0.13
H -2.1056 -0.3978 -4.4527 0.03 -0.01 0.00
H 0.6193 2.8168 -1.9663 0.01 -0.08 -0.07
H 1.5747 -1.8910 0.9785 0.00 0.13 -0.10
H -1.4616 -5.1164 -3.8089 0.01 0.01 0.01
H 3.3450 2.0844 -5.1941 0.04 0.02 0.05
H 2.2416 -1.4358 2.5344 -0.12 0.04 0.11
H 3.5878 4.5292 -5.5512 -0.02 -0.01 0.00
H 0.7309 2.7520 0.5192 0.03 0.05 -0.02
H -3.0302 3.7224 3.0127 -0.02 -0.01 -0.01
H 4.1656 5.1350 -0.4712 0.00 -0.01 -0.03
H -2.3762 -4.8592 5.9808 -0.01 0.01 -0.01
H -5.9873 0.7627 0.4205 0.00 0.02 0.00
H -0.5198 -6.5053 -1.9788 -0.01 0.01 -0.01
H -3.9711 -5.2048 1.9982 -0.01 0.01 0.01
H -2.1334 -2.9170 -4.7344 0.03 0.00 -0.01
H 3.8217 1.0683 -1.7244 -0.02 -0.03 -0.12
H 0.0578 -2.9539 0.3499 -0.03 -0.06 -0.05
H 4.5877 -0.9946 -0.9864 0.00 0.02 -0.01
H -0.3352 -2.1737 4.9312 0.02 -0.02 -0.01
H 2.3577 6.1125 -4.0983 0.00 0.00 0.00
H 4.0501 -1.9569 1.1293 0.06 0.01 0.03
H -2.5523 -3.2794 1.3002 -0.02 0.03 0.01
H -3.8924 -5.9720 4.3611 0.01 -0.01 -0.01
H -6.9691 2.6420 1.6976 0.01 0.00 -0.02
H 4.3802 2.2427 2.6917 0.02 -0.01 -0.04
H 2.9748 1.2321 -0.1898 0.08 -0.17 -0.24
H 0.2481 -5.3962 0.1111 -0.01 0.02 0.00

---

# 2
99
Properties=species:S:1:pos:R:3:forces:R:3 method="wB97M-V/def2-TZVPD" e_lumo_ev=-1.7474 homo_energy_ev=-8.47
O -6.3705 -7.1455 3.2826 -0.28 0.14 -0.15
O -4.5910 -2.1933 2.7324 0.34 -0.10 0.11
O -3.4872 4.2520 -0.4174 -0.68 -0.05 -0.04
O -2.9139 -4.0150 3.7591 -0.32 0.33 -0.20
O 4.2203 0.2382 -3.4136 2.34 0.10 -1.91
O 2.9038 0.4373 -1.7256 -0.71 -0.57 2.27
O 5.4417 3.3420 -6.6961 0.37 0.00 -0.11
O 0.8592 -3.4521 -0.3143 0.12 0.57 0.39
O -6.6336 6.2200 -3.2739 -0.33 -0.20 -0.03
O -8.3774 4.2157 -2.9304 0.35 0.37 -0.05
O 6.8728 -0.4768 -3.3186 -0.29 0.06 0.08
O 3.3952 2.5829 0.4634 0.27 -1.09 0.14
O -5.1970 2.2023 -0.1399 0.27 0.17 0.03
O -8.0174 -5.3411 2.1770 0.35 -0.34 0.23
O 8.0097 2.5879 -6.6664 -0.48 0.14 0.00
N 5.3242 -1.9106 -1.0696 0.23 0.24 0.10
N -1.7798 1.9597 0.9447 -1.38 -2.46 1.62
N 1.7486 -1.5334 -1.2750 -1.33 0.68 1.37
N 3.3954 -2.8924 3.4067 -0.25 0.21 0.07
C -1.3783 2.2702 -0.2996 2.19 2.95 0.16
C -4.1450 -4.3932 3.4059 0.36 -0.39 0.22
C 3.9228 -1.3453 0.7766 0.26 -0.21 -0.32
C -4.5723 -5.6519 3.5571 -0.16 -0.14 -0.02
C 2.1396 -4.6787 2.3754 0.09 -0.13 -0.50
C -4.6485 4.2910 -1.0587 0.38 0.39 0.04
C -6.8591 3.1347 -1.5193 0.17 -0.12 0.15
C 7.5314 1.0249 -4.9958 -0.07 -0.17 0.18
C -4.9913 5.3185 -1.8499 -0.21 0.06 -0.17
C 5.0496 -1.0363 -0.1882 -0.37 -0.50 -1.00
C 2.3413 -3.2134 2.7641 0.77 -0.19 0.63
C 7.1496 1.9868 -5.8435 0.59 -0.15 -0.02
C -0.6562 3.4965 -0.1200 -0.21 -1.17 -0.46
C -6.2755 5.3223 -2.5330 0.57 0.31 0.11
C 6.5596 0.3910 -4.1140 0.39 0.07 -0.17
C -1.1306 -1.1052 0.1874 -1.09 0.34 0.30
C 2.6656 0.5383 1.7417 1.90 2.32 -1.90
C 5.1221 0.8334 -4.2049 -0.75 -0.06 -0.01
C 2.0440 -0.1787 -0.7488 1.28 0.19 -1.53
C -7.2007 4.1631 -2.3056 -0.39 -0.43 0.07
C -5.9244 -6.0212 3.1554 0.51 -0.20 0.23
C 3.5437 3.0058 1.9230 0.46 -1.39 -3.86
C -5.0274 -3.3269 2.8295 -0.52 0.13 -0.24
C -1.4069 2.8399 1.8993 1.03 1.37 -0.66
C 2.5857 -0.5571 0.6353 -1.25 1.00 3.21
C -2.5245 -0.3942 0.3917 0.42 0.16 0.38
C 3.7949 1.5749 1.3618 -1.57 1.30 2.02
C -5.5639 3.1192 -0.8537 -0.51 -0.25 -0.11
C -0.6753 3.8353 1.2518 -0.15 -0.40 -0.01
C 5.7267 2.4490 -5.9178 -0.66 -0.01 0.19
C 4.7503 1.8026 -5.0568 0.17 0.17 -0.16
C -6.7973 -4.9600 2.5538 -0.37 0.40 -0.25
C -0.0385 -0.6142 1.1605 0.29 0.54 -1.03
C -6.3693 -3.6997 2.4063 0.18 0.17 0.04
C 1.3446 -2.0937 2.5001 -0.25 -1.24 -0.55
C -2.5225 0.7704 1.3938 -1.65 -0.22 -0.69
C 1.3335 -1.4226 1.0958 -0.36 -0.94 -0.21
C 1.2690 -2.3241 -0.1695 -0.07 0.11 -0.66
H 1.6291 -4.8394 1.4175 -0.05 0.26 0.33
H 0.1477 0.4419 0.9252 -0.05 -0.30 0.17
H 4.3680 3.6902 1.7254 -0.21 0.24 1.58
H 0.3386 -2.5361 2.6347 0.32 0.08 -0.20
H 8.5559 0.6857 -4.9323 -0.01 0.02 -0.01
H -4.3406 6.1669 -2.0077 0.02 -0.02 0.02
H -1.6628 2.7131 2.9441 0.00 -0.11 -0.29
H -1.5124 1.7340 -1.2288 -0.29 -0.24 0.48
H -2.8609 -3.0630 3.5494 0.04 -0.02 0.04
H 3.7443 -2.4278 0.6909 0.14 0.36 -0.23
H -7.5168 2.2936 -1.3504 -0.01 0.01 -0.02
H -8.0763 -6.2922 2.3921 -0.07 0.02 -0.02
H 4.3128 -1.1994 1.7960 -0.34 -0.02 -0.25
H -3.2635 -1.1212 0.7604 0.24 0.26 -0.05
H 3.9873 -3.7115 3.5531 0.00 0.08 -0.01
H -2.9277 -0.0185 -0.5622 0.20 -0.18 0.26
H 1.8056 1.2204 1.7790 -0.16 -0.65 0.20
H -2.2361 0.4466 2.4029 0.41 0.30 -0.40
H 4.7068 -0.4250 -2.8896 -0.36 -0.15 0.13
H -6.9894 -2.9257 1.9763 -0.02 -0.02 0.01
H 1.4141 -1.3195 3.2763 0.32 -0.24 -0.28
H 5.6351 -0.0991 -0.2128 -0.48 -0.06 0.57
H 2.9536 0.1499 2.7249 -0.41 -0.24 -0.28
H -8.3726 5.0546 -3.4313 -0.04 -0.03 -0.02
H 1.6264 -5.2693 3.1496 -0.06 0.45 -0.12
H 3.5346 1.0254 -1.2873 -0.35 0.14 0.01
H -0.1401 4.0537 -0.8966 -0.25 -0.19 0.12
H -0.4410 -0.6215 2.1815 0.33 -0.19 -0.25
H 3.1405 -5.1281 2.2715 -0.31 0.15 0.05
H 2.5215 3.3065 2.1470 0.52 0.04 0.98
H -0.8632 -0.9073 -0.8618 0.26 -0.38 0.37
H 6.0823 -1.5588 -1.6575 0.09 -0.27 0.01
H 3.7247 2.1349 -5.1345 -0.01 -0.04 0.03
H -3.9462 -6.4285 3.9733 0.01 0.02 0.00
H -3.5762 1.0875 1.5011 0.32 -0.18 -0.04
H 1.1888 0.5186 -0.7943 -0.08 -0.64 0.89
H -1.3276 -2.1761 0.3453 0.40 0.24 -0.37
H -3.4685 3.4187 0.0908 0.16 0.01 0.00
H 1.0044 -1.4545 -1.9646 0.44 -0.58 -0.35
H 4.8370 1.2235 1.3421 -0.41 0.29 -0.19
H -0.1886 4.6869 1.7157 -0.22 -0.15 -0.12
H 7.4824 3.2404 -7.1672 0.05 0.01 -0.01